# 1
# C22H31Br48O3PS

A structure of composition C22H31Br48O3PS in a non-equilibrium geometry (wB97M-V/def2-TZVPD, OMol25).

```
! RIJCOSX wB97M-V def2-TZVPD def2/J DEFGRID3
* xyz 0 1
C 7.0887 -3.2564 1.4585
C 6.6322 -2.7821 0.0628
C 6.4202 -1.2849 -0.0228
O 5.4494 -0.7363 0.8878
S 4.0178 -1.4887 0.9120
O 3.4131 -0.9708 2.1151
O 3.2913 -0.6962 -0.3372
P 2.1337 -1.5349 -1.2502
C 2.6039 -3.3129 -1.3547
C 0.6491 -1.6378 -0.1787
C 0.7120 -2.6611 0.9643
H 6.3603 -3.9569 1.8573
H 8.0164 -3.8166 1.3560
H 7.2551 -2.4297 2.1395
H 7.4515 -3.0241 -0.6183
H 5.7811 -3.3567 -0.2924
H 7.3575 -0.8124 0.2628
H 6.2327 -0.9808 -1.0529
H 3.2432 -3.4298 -2.2219
H 3.0272 -3.7501 -0.4560
H 1.6726 -3.8434 -1.5510
H -0.1419 -1.9499 -0.8639
H 0.3708 -0.6422 0.1576
H 0.3856 -3.6448 0.6331
H -0.0018 -2.3704 1.7365
H 1.6775 -2.7160 1.4545
C -3.7844 -3.4474 -1.9495
Br -4.6515 -1.7283 -1.9720
Br -2.0481 -3.3797 -2.7842
Br -3.7045 -4.2141 -0.1911
H -4.3978 -4.0976 -2.5550
C -2.9721 1.9419 -2.5998
Br -4.5482 2.5945 -1.7043
Br -2.9198 2.6999 -4.3791
Br -1.3584 2.2870 -1.6242
H -3.0708 0.8687 -2.6863
C 10.9930 -2.7113 -0.7641
Br 10.4725 -1.0231 -0.0022
Br 11.7973 -3.8648 0.5482
Br 9.5601 -3.6059 -1.6998
H 11.7452 -2.4905 -1.5051
C -1.1779 4.1263 -8.2234
Br -2.6088 4.6907 -7.0625
Br -1.3188 4.9832 -9.9379
Br 0.5450 4.3833 -7.4143
H -1.3017 3.0665 -8.3856
C -5.9957 -4.6267 3.4499
Br -4.1072 -4.2367 3.4597
Br -7.0496 -3.0561 3.7934
Br -6.5195 -5.5056 1.8184
H -6.1803 -5.3195 4.2557
C 0.8943 -3.8382 4.9033
Br -0.9423 -3.5629 4.3945
Br 1.7297 -5.1804 3.8043
Br 1.8845 -2.1903 4.8814
H 0.8940 -4.2079 5.9166
C -2.7887 2.4955 3.5298
Br -3.9469 2.6614 5.0539
Br -3.7766 2.0871 1.9291
Br -1.6966 4.0648 3.3052
H -2.1208 1.6679 3.7174
C -5.4254 4.0192 -9.4042
Br -6.1202 5.7771 -9.0540
Br -6.4663 2.6563 -8.5304
Br -5.2460 3.6850 -11.2920
H -4.4338 3.9823 -8.9789
C -7.8468 4.8524 -4.1311
Br -6.1225 4.0954 -4.5100
Br -8.9834 3.5962 -3.2193
Br -7.6876 6.5105 -3.1621
H -8.3153 5.0846 -5.0750
C -1.1977 -7.4871 -0.1859
Br -2.0024 -7.7247 1.5463
Br -2.5353 -7.4762 -1.5686
Br -0.0798 -5.9211 -0.2162
H -0.5571 -8.3365 -0.3642
C 10.8107 -0.3971 4.5208
Br 12.3951 -1.0084 3.6160
Br 9.4292 0.0574 3.2624
Br 10.1928 -1.6742 5.8189
H 11.0707 0.5034 5.0548
C -9.2841 6.5305 0.2918
Br -8.3771 5.1027 1.2104
Br -11.0505 6.0113 -0.2660
Br -9.3196 8.1436 1.3376
H -8.7183 6.7418 -0.6015
C -10.8134 9.0012 5.3377
Br -12.3487 8.9217 4.1801
Br -9.6243 7.5223 5.0341
Br -9.8951 10.6858 5.1850
H -11.1725 8.9230 6.3517
C -3.8096 6.7801 6.2809
Br -2.9257 5.3708 7.2445
Br -5.5703 6.2517 5.7141
Br -3.8529 8.4159 7.2947
H -3.2313 6.9713 5.3901
C -3.8812 -2.0118 -6.4565
Br -2.2264 -2.6316 -7.2161
Br -4.8417 -3.4398 -5.5864
Br -3.6017 -0.5102 -5.2874
H -4.4992 -1.6685 -7.2715
C 16.2792 -3.2574 4.1040
Br 15.6102 -3.2550 5.9071
Br 14.8867 -3.6588 2.8378
Br 17.1654 -1.6056 3.6726
H 17.0135 -4.0444 4.0336
*
```

Output
HOMO-LUMO gap in eV: 8.14

# 2
# C22H31BrN5O5P2S4Tl

A structure of composition C22H31BrN5O5P2S4Tl (wB97M-V/def2-TZVPD, OMol25).

```
! RIJCOSX wB97M-V def2-TZVPD def2/J DEFGRID3
* xyz -2 1
Tl -0.4185 0.4592 0.0950
C 3.8105 2.1438 0.9314
P 2.9506 0.5449 0.6566
C 3.7346 -0.4143 2.0198
C 3.9592 -0.1846 -0.7398
C 3.3644 -1.5197 -1.1981
P 1.5777 -1.3875 -1.6501
C 1.7014 -0.8822 -3.4112
C 1.1527 -3.1607 -1.8198
H 4.8875 2.0833 0.7442
H 3.6304 2.4064 1.9756
H 3.3541 2.9498 0.3540
H 4.8200 -0.2710 2.0298
H 3.5153 -1.4777 1.9065
H 3.3216 -0.0654 2.9667
H 5.0002 -0.3220 -0.4225
H 3.9825 0.5223 -1.5769
H 3.4138 -2.2410 -0.3757
H 3.9300 -1.9507 -2.0333
H 2.2962 -1.5832 -4.0056
H 2.1409 0.1155 -3.4734
H 0.6945 -0.8154 -3.8262
H 1.7960 -3.6892 -2.5304
H 0.1099 -3.2395 -2.1326
H 1.2348 -3.6282 -0.8369
S 1.4803 4.8691 -0.4568
S -0.0764 4.2535 0.7712
S 0.6204 3.8340 2.6633
S 0.6016 1.7826 2.9778
Br -2.5370 -4.9180 2.4465
C -1.2239 -3.5709 2.6732
C -1.1661 -2.8363 3.8447
C -0.1937 -1.8565 3.9434
C 0.6832 -1.6796 2.8812
N 0.6108 -2.3767 1.7501
C -0.3479 -3.2948 1.6371
H -1.8769 -3.0138 4.6410
H -0.1245 -1.2081 4.8057
H 1.4425 -0.9106 2.9270
H -0.4374 -3.8078 0.6882
C 1.4894 5.1736 -3.7344
N 0.8362 3.9097 -3.4792
C -0.5917 3.8852 -3.2272
C -0.7496 2.5519 -2.4996
O -1.8101 2.0060 -2.2734
N 0.4954 2.0961 -2.1431
C 1.3534 2.9830 -2.6120
N 2.7078 2.7508 -2.5685
H 0.9921 5.6600 -4.5753
H 2.5269 5.0040 -4.0250
H 1.4519 5.8234 -2.8548
H -1.1841 3.9314 -4.1406
H -0.8851 4.6841 -2.5352
H 2.8803 2.1299 -1.7861
H 3.2187 3.6066 -2.3855
O -3.4793 -3.3468 -1.3537
C -3.0598 -2.4994 -0.5491
O -1.9129 -2.0032 -0.4496
C -4.0884 -1.9979 0.4867
C -3.7187 -1.1322 1.5103
C -4.6323 -0.7296 2.4713
C -5.9302 -1.2052 2.3779
C -6.3403 -2.0507 1.3574
C -5.4055 -2.4431 0.4169
N -6.9102 -0.8057 3.3945
O -6.5325 -0.1115 4.3214
O -8.0670 -1.1753 3.2586
H -2.6960 -0.7812 1.5504
H -4.3505 -0.0604 3.2710
H -7.3642 -2.3915 1.3219
H -5.6592 -3.1212 -0.3869
*
```

Output
ΔE to the lowest compared entry with this formula, charge and spin in kcal per mole: 23.68
HOMO-LUMO gap in eV: 4.81

# 3
# C22H31Cl12O8PS

A cluster of 5 separate species, C22H31Cl12O8PS in total in a non-equilibrium geometry (wB97M-V/def2-TZVPD, OMol25).

```
! RIJCOSX wB97M-V def2-TZVPD def2/J DEFGRID3
* xyz 0 1
C -2.5129 -4.5638 3.6947
O -1.6398 -3.5526 4.1546
C -2.2230 -2.2768 4.1986
C -2.6051 -1.7002 2.8403
C -1.3746 -1.1668 2.0657
C -1.6766 0.1650 1.3617
C -0.5023 1.1286 1.2477
P -1.1599 2.6603 2.2163
C -0.7053 2.2003 3.9201
O -0.1870 3.9610 1.9193
O 0.7096 0.6618 1.9201
S 1.9786 1.4783 1.4232
O 2.3234 2.4630 2.3827
O 3.0106 0.5676 1.0512
O 1.3074 2.1046 0.1550
C 0.0034 1.4660 -0.1539
C 0.3996 0.1901 -0.8992
C 0.9733 0.4582 -2.2996
C 1.7315 -0.7659 -2.7523
C 3.0664 -0.8981 -2.3594
C 3.7695 -2.0421 -2.7344
C 3.1196 -3.0281 -3.4786
C 1.7888 -2.8993 -3.8722
C 1.0826 -1.7494 -3.5003
C -0.7666 2.5003 -0.9481
C -1.9859 2.0279 -1.7241
O -2.6776 2.8418 -2.2520
O -2.3107 0.7025 -1.8268
H -2.3036 -5.4907 4.2154
H -3.5542 -4.2752 3.8301
H -2.3539 -4.7402 2.6291
H -1.4776 -1.6171 4.6387
H -3.0906 -2.2507 4.8674
H -3.3167 -0.9024 3.0535
H -3.1278 -2.4339 2.2319
H -1.1572 -1.9039 1.3005
H -0.5557 -1.0868 2.7696
H -2.0539 -0.0621 0.3704
H -2.4922 0.6778 1.8681
H -0.6121 1.1234 4.0201
H 0.1982 2.7145 4.2325
H -1.5114 2.5178 4.5640
H -0.7616 4.6685 1.6170
H -0.4609 -0.4625 -0.9988
H 1.1497 -0.3692 -0.3509
H 0.1872 0.6836 -3.0193
H 1.6397 1.3152 -2.2496
H 3.5041 -0.1056 -1.7761
H 4.8015 -2.1369 -2.4429
H 3.6667 -3.9193 -3.7532
H 1.2808 -3.6679 -4.4344
H 0.0488 -1.6037 -3.7762
H -0.0760 2.8964 -1.6846
H -1.1059 3.3159 -0.3265
H -2.1319 0.3776 -2.7155
Cl -0.3001 3.7474 -4.0839
C 0.6349 5.2161 -4.3740
Cl 1.4191 5.7464 -2.8853
Cl 1.8210 4.9666 -5.6531
H -0.0499 5.9899 -4.6928
Cl -4.5949 2.0334 7.4018
C -3.4792 0.9115 6.6303
Cl -3.6775 0.9377 4.8720
Cl -1.8048 1.2717 7.0672
H -3.7058 -0.0864 6.9807
Cl -0.1552 -4.8811 -6.1945
C -1.0529 -3.7956 -7.2593
Cl -0.6560 -2.1107 -6.9165
Cl -0.7438 -4.1799 -8.9501
H -2.1077 -3.9382 -7.0688
Cl 7.0492 -0.7351 1.1704
C 6.1255 0.3830 0.1665
Cl 6.5814 2.0521 0.5011
Cl 6.3491 0.0078 -1.5499
H 5.0769 0.2668 0.4077
*
```

Output
ΔE to the lowest compared entry with this formula, charge and spin in kcal per mole: 10.34
HOMO-LUMO gap in eV: 8.89

# 4
# C22H31ClN2O4Sm

A structure of composition C22H31ClN2O4Sm in a non-equilibrium geometry (wB97M-V/def2-TZVPD, OMol25).

```
! RIJCOSX wB97M-V def2-TZVPD def2/J DEFGRID3
* xyz -1 6
Sm -0.2866 0.0069 0.8010
Cl -0.7275 0.0367 3.2796
N -0.2202 2.1497 0.8555
N -0.2845 -2.1364 0.8820
C -0.7165 2.8795 -0.1124
C -0.7692 -2.8631 -0.0937
C 0.6586 2.9035 1.6966
C 0.9851 4.0305 0.7369
C 1.9029 2.1679 2.1595
C -0.1554 3.4032 2.8738
H 2.4468 1.7410 1.3108
H 1.6474 1.3514 2.8497
H 2.5547 2.8737 2.6841
H -1.0170 3.9882 2.5202
H 0.4699 4.0425 3.4994
H -0.5299 2.5639 3.4731
C 0.5563 -2.9003 1.7529
C 0.8739 -4.0506 0.8176
C -0.2948 -3.3599 2.9202
C 1.8138 -2.1946 2.2273
H 2.3753 -1.7836 1.3820
H 2.4435 -2.9164 2.7571
H 1.5743 -1.3712 2.9144
H -1.1650 -3.9261 2.5571
H -0.6573 -2.5023 3.5008
H 0.2999 -4.0071 3.5673
O -0.2460 -4.0592 -0.1288
H 0.9150 -5.0192 1.3131
H 1.7822 -3.8673 0.2237
O -0.1629 4.0601 -0.1782
H 1.8698 3.8117 0.1197
H 1.0690 5.0040 1.2168
C -1.8141 2.5180 -1.0227
C -1.8295 -2.4928 -1.0436
C -1.6600 -1.1868 -1.7939
H -2.7663 -2.4423 -0.4565
H -1.9148 -3.3332 -1.7297
C -1.4809 0.0135 -1.1842
C -1.6566 1.2187 -1.7858
H -2.1729 0.0273 0.9232
C -1.8999 1.2320 -3.1624
C -1.9774 0.0238 -3.8303
C -2.1079 2.5032 -3.9210
C -1.9037 -1.1890 -3.1705
H -2.1458 0.0277 -4.9022
C -2.1159 -2.4543 -3.9376
H -2.1875 -2.2291 -5.0084
H -3.0440 -2.9697 -3.6564
H -1.2912 -3.1642 -3.8087
H -3.0371 3.0170 -3.6401
H -2.1759 2.2854 -4.9936
H -1.2837 3.2121 -3.7841
H -1.9310 3.3628 -1.6980
H -2.7265 2.4533 -0.3990
C 4.2244 -0.0769 0.6621
C 3.0548 -0.0611 -0.3552
O 3.3304 -0.0707 -1.5428
O 1.8173 -0.0369 0.0929
H 4.2696 0.8012 1.3237
H 5.1746 -0.0907 0.1208
H 4.2461 -0.9551 1.3247
*
```

Output
⟨S²⟩: 8.766
HOMO-LUMO gap (spin up / spin down) in eV: 5.42 / 5.36

# 5
# C22H31CoNO4S

A structure of composition C22H31CoNO4S in a non-equilibrium geometry (wB97M-V/def2-TZVPD, OMol25).

```
! RIJCOSX wB97M-V def2-TZVPD def2/J DEFGRID3
* xyz 0 4
Co -8.6934 -3.7932 -15.3417
C -10.3644 -2.0614 -11.7787
C -9.3192 -2.3906 -12.8666
O -9.6128 -3.3169 -13.5883
C -8.1154 -1.5756 -12.9626
C -7.9338 -0.5248 -12.0999
C -6.7402 0.1852 -12.0712
C -5.6630 -0.1971 -12.8692
C -5.8313 -1.2060 -13.7898
C -7.0456 -1.8982 -13.8960
O -7.2182 -2.7178 -14.9285
H -11.1287 -2.8398 -11.9242
H -10.8593 -1.1377 -12.0431
H -10.0465 -1.9615 -10.7605
H -8.7869 -0.2844 -11.5331
H -6.6355 1.0616 -11.4053
H -4.7147 0.4064 -12.7724
H -5.0133 -1.4092 -14.5131
O -9.9371 -4.0066 -16.7594
C -9.7323 -5.0487 -17.5871
C -8.9377 -6.1484 -16.8243
C -8.8391 -7.4474 -17.2589
C -8.2595 -8.4479 -16.4917
C -7.6794 -8.0531 -15.2410
C -7.7611 -6.7166 -14.8766
N -8.3410 -5.7849 -15.6749
H -11.4039 -4.0120 -16.4651
H -9.1964 -4.8303 -18.4873
H -10.6883 -5.5201 -17.7853
H -9.3694 -7.7037 -18.1893
H -8.1654 -9.4997 -16.8057
H -7.1385 -8.7613 -14.6493
H -7.3857 -6.4019 -13.9237
C -11.8299 -0.8314 -16.0001
C -13.0820 -1.6036 -16.2527
C -14.2931 -0.8150 -15.7661
C -13.0568 -3.0541 -15.6796
H -11.7112 0.2125 -16.2561
H -10.8907 -1.2934 -16.2544
H -11.7821 -0.7790 -14.8757
H -13.1889 -1.7363 -17.3752
H -14.3686 -0.7608 -14.7068
H -15.2274 -1.2858 -16.1077
H -14.3028 0.1695 -16.2510
H -12.6337 -2.9970 -14.6114
H -14.1038 -3.3014 -15.4735
O -12.4013 -4.0863 -16.3563
S -10.0810 -6.8413 -12.1743
C -11.4460 -8.0351 -12.1016
C -12.4775 -7.7262 -13.1257
C -11.6504 -7.2087 -14.2974
C -10.9178 -6.0313 -13.5262
H -11.8042 -8.1581 -11.0674
H -10.8815 -8.9438 -12.4029
H -13.2170 -6.9955 -12.8174
H -13.0677 -8.6302 -13.3087
H -12.2630 -6.8506 -15.1053
H -10.8820 -7.8878 -14.6127
H -11.6958 -5.3361 -13.2191
H -10.2014 -5.5797 -14.2417
*
```

Output
ΔE to the lowest compared entry with this formula, charge and spin in kcal per mole: 0.00
⟨S²⟩: 3.758
HOMO-LUMO gap (spin up / spin down) in eV: 8.19 / 8.27

# 6
# C22H31ErN4OSi

A structure of composition C22H31ErN4OSi in a non-equilibrium geometry (wB97M-V/def2-TZVPD, OMol25).

```
! RIJCOSX wB97M-V def2-TZVPD def2/J DEFGRID3
* xyz 2 4
Er 9.1893 11.4920 6.7881
C 11.8340 9.9073 5.9864
N 11.6172 11.3201 6.2959
C 12.4390 11.7878 7.4220
C 11.8058 11.5668 8.7627
C 12.6185 11.3548 9.8523
C 12.0127 11.3454 11.1025
C 10.6237 11.5177 11.2496
C 9.8978 11.6340 10.0535
N 10.4636 11.6663 8.8263
C 11.7312 12.1759 5.0898
C 11.2050 13.5723 5.4138
C 12.0154 14.6628 5.1031
C 11.7121 15.9338 5.5707
C 10.5837 16.0428 6.3590
C 9.7568 14.9371 6.5104
N 10.0330 13.6941 6.0136
C 11.2141 8.9223 6.9851
C 11.7681 7.6929 7.1589
C 11.0533 6.7181 7.8694
C 9.8602 7.0688 8.4661
C 9.4139 8.3728 8.3269
N 10.0517 9.2663 7.5273
H 12.9286 9.7439 5.9105
H 11.4315 9.7265 4.9999
H 12.6109 12.8780 7.2901
H 13.4408 11.3520 7.3744
H 13.6898 11.2650 9.6974
H 12.6086 11.2509 11.9910
H 10.1427 11.6624 12.1663
H 8.8068 11.7254 10.1071
H 11.2871 11.7024 4.2121
H 12.7922 12.3287 4.7943
H 12.9269 14.4350 4.5915
H 12.3359 16.7898 5.4314
H 10.3025 16.9371 6.8671
H 8.8131 15.0230 7.0227
H 12.6436 7.4667 6.6286
H 11.4236 5.7301 7.9372
H 9.3897 6.3304 9.1052
H 8.4718 8.6602 8.8328
C 6.0123 13.0047 7.0781
O 7.3551 12.8597 7.6374
H 5.8252 14.0557 6.7904
H 5.3496 12.6848 7.8384
H 5.8985 12.3193 6.2388
H 7.3340 13.0436 8.5864
C 8.2287 8.2352 4.3762
Si 7.9621 9.9297 4.9676
C 6.9161 9.7995 6.7819
C 6.7492 11.1303 4.0027
H 7.3914 7.5118 4.2966
H 9.0043 7.8233 4.9538
H 8.7195 8.3391 3.3640
H 6.8051 8.7423 7.0089
H 5.9506 10.2168 6.5525
H 7.2003 10.2906 7.7632
H 7.3069 12.0129 3.7406
H 5.8640 11.4625 4.5624
H 6.4754 10.7373 3.0069
*
```

Output
⟨S²⟩: 3.753
HOMO-LUMO gap (spin up / spin down) in eV: 6.76 / 6.75

# 7
# C22H31F3NO2Si2

A cluster of 2 separate species, C22H31F3NO2Si2 in total in a non-equilibrium geometry (wB97M-V/def2-TZVPD, OMol25).

```
! RIJCOSX wB97M-V def2-TZVPD def2/J DEFGRID3
* xyz 1 1
C -3.1506 -4.0869 0.4622
Si -2.9318 -2.4011 -0.3259
C -2.9184 -2.5911 -2.1876
C -4.4002 -1.3295 0.1333
O -1.4751 -1.7203 0.1425
N -1.5241 -1.3664 1.4910
O -1.6328 -2.4381 2.3709
Si -0.1129 -3.0373 2.7226
C -0.2912 -4.4824 3.8982
C 0.7407 -3.6004 1.1576
C 0.9531 -1.7458 3.5579
C -1.4845 -0.0218 1.9468
C -0.5941 0.9226 1.2394
C -2.2119 0.3124 3.0078
H -4.0624 -4.5507 0.0977
H -2.3115 -4.7319 0.2222
H -3.2144 -3.9976 1.5424
H -3.8300 -3.0831 -2.5155
H -2.8576 -1.6169 -2.6647
H -2.0644 -3.1850 -2.5001
H -5.3106 -1.8092 -0.2133
H -4.4789 -1.1942 1.2065
H -4.3381 -0.3523 -0.3336
H 0.6936 -4.8758 4.1352
H -0.7710 -4.1640 4.8198
H -0.8889 -5.2713 3.4506
H 1.7185 -3.9954 1.4154
H 0.1674 -4.3761 0.6606
H 0.8659 -2.7702 0.4697
H 1.8867 -2.2081 3.8620
H 1.1838 -0.9276 2.8852
H 0.4663 -1.3428 4.4399
H -0.6299 1.9187 1.6814
H 0.4387 0.5780 1.2962
H -0.8680 1.0027 0.1866
H -2.2168 1.3067 3.4059
H -2.8387 -0.4125 3.4848
F 6.1677 2.7465 -0.6322
C 4.9653 2.1276 -0.7060
C 4.7933 0.8766 -0.1362
C 3.5661 0.2395 -0.2022
F 3.3791 -0.9570 0.4042
C 2.5241 0.8470 -0.8593
C 2.6550 2.1213 -1.4491
C 1.5058 2.6656 -2.0732
C 1.2392 3.8634 -2.7823
C -0.0882 4.0620 -3.2154
C -0.4630 5.2055 -3.8677
C 0.4658 6.1970 -4.1096
C 1.7880 6.0295 -3.7276
F 2.6908 7.0147 -3.9555
C 2.1741 4.8707 -3.0926
C 3.9118 2.7440 -1.3409
H 5.6136 0.4140 0.3799
H 1.5896 0.3202 -0.9177
H 0.6390 2.0357 -1.9652
H -0.8115 3.2870 -3.0343
H -1.4850 5.3254 -4.1887
H 0.1819 7.1095 -4.6019
H 3.2156 4.7639 -2.8735
H 4.0758 3.7354 -1.7048
*
```

Output
ΔE to the lowest compared entry with this formula, charge and spin in kcal per mole: 11.58
HOMO-LUMO gap in eV: 3.16